No. 1
The following is a quantum chemistry calculation of a structure of composition C24H21ClN2S4Tm, from OMol25.

For the frontier orbital gap (spin up / spin down), the calculation gives 5.472 / 4.894 eV. As for the expectation value of S²: 2.04. The value obtained for the largest force on an atom is 5.82 eV/A. The calculation puts the LUMO energy (spin up / spin down) at -10.45 / -11.02 eV. For the highest occupied orbital energy (spin up / spin down), the calculation gives -15.9 / -15.9 eV.

The geometry in ORCA input format:
```
! wB97M-V def2-TZVPD RIJCOSX def2/J DEFGRID3
* xyz 3 3
C 2.21811 -3.16584 -0.67345
C 1.45710 -2.21665 -0.51614
N 0.77947 -1.06274 0.03703
C 1.26090 0.19261 -0.52007
C 0.64524 0.99163 -1.63316
C 1.29272 2.27610 -2.15035
C 2.59105 2.82332 -1.60462
C 3.23497 2.04802 -0.46232
C 4.61603 2.62346 0.11667
C 4.74195 4.16561 0.54480
C 6.18475 4.47598 1.08385
C 7.29764 3.47704 1.21952
N 7.12134 2.15139 0.81607
C 5.87150 1.81049 0.29870
C 2.56422 0.73182 0.06802
S 3.39083 -0.25004 1.42059
S -0.90874 0.38418 -2.40903
C -1.59231 -0.69192 -1.08542
C -3.11923 -1.00352 -1.07030
C -4.13009 -0.40974 -2.13030
C -5.12195 0.63658 -1.42684
C -4.43863 2.09496 -1.35945
Cl -5.32027 3.06044 -0.06659
C -3.72702 -1.92176 0.00415
S -5.52780 -2.35696 0.02523
C -2.81488 -2.48284 1.06541
C -3.35593 -3.45532 2.20520
C -2.86543 -4.96699 1.87446
C -1.31205 -2.13705 1.02114
S -0.21302 -2.84499 2.32205
C -0.66999 -1.24281 -0.04953
H 2.99230 -3.96583 -0.83109
H 0.82231 2.84603 -3.00483
H 3.10459 3.74611 -1.98975
H 3.91115 4.92173 0.43710
H 6.39610 5.54414 1.41086
H 8.30177 3.78780 1.64883
H 5.78186 0.72988 -0.04773
H 4.51704 -0.81088 0.81559
H -4.73456 -1.29388 -2.52225
H -3.60459 0.05942 -3.02802
H -5.37323 0.37310 -0.35710
H -6.09964 0.71436 -1.98998
H -4.46884 2.58751 -2.37401
H -3.36260 2.02486 -1.01042
H -5.77920 -3.09236 -1.13641
H -2.85046 -3.14154 3.16707
H -4.48628 -3.41908 2.28961
H -2.38396 -5.04606 0.84488
H -3.77625 -5.65718 1.86539
H -2.19111 -5.37680 2.69263
H -0.74967 -2.39254 3.53047
Tm 3.88282 3.12676 2.62383
*
```

Results of the natural (NBO) charge analysis, in e, for atoms 1 through 8: -0.18, 0.05, -0.52, 0.27, -0.19, -0.16, -0.16, -0.14



No. 2
The following is a quantum chemistry calculation of a structure of composition C24H21F6N4O2OsS5, from OMol25.

For the frontier orbital gap (spin up / spin down), the calculation gives 8.143 / 5.248 eV. As for the expectation value of S²: 6.06. The value obtained for the largest force on an atom is 0.76 eV/A. The calculation puts the energy above the lowest of the compared OMol25 structures with the same formula, charge and spin at 0.782 eV. The calculation puts the LUMO energy (spin up / spin down) at -2.97 / -5.69 eV. For the highest occupied orbital energy (spin up / spin down), the calculation gives -11.1 / -10.9 eV.

The geometry in ORCA input format:
```
! wB97M-V def2-TZVPD RIJCOSX def2/J DEFGRID3
* xyz 1 5
Os 0.55526 -0.51884 -1.22071
C 3.73720 1.13484 0.07711
C 3.46824 -0.31078 0.30683
N 2.37697 -0.96056 -0.04121
C 2.44469 -2.31517 0.28886
C 3.58936 -2.68173 0.89578
S 4.60892 -1.32617 1.07111
C 1.28522 -3.14490 -0.03752
C 1.07418 -4.44587 0.23585
S -0.48978 -4.89465 -0.27571
C -0.80846 -3.32824 -0.84594
N 0.22069 -2.52161 -0.68391
C -2.15650 -2.96139 -1.36553
H 2.86730 1.58812 -0.37338
H 4.60032 1.26050 -0.57879
H 3.95773 1.63911 1.01964
H 3.87958 -3.66339 1.24628
H 1.74377 -5.14733 0.71316
H -2.73310 -3.85299 -1.60682
H -2.08227 -2.33137 -2.24565
H -2.69564 -2.40395 -0.59633
S -0.40681 -0.68644 -3.33576
C 0.54529 -2.01084 -3.92834
S 2.01915 -2.35494 -3.24382
C 0.07801 -2.75360 -5.05801
C -1.13201 -2.39813 -5.72660
N -2.12241 -2.11958 -6.25365
C 0.78621 -3.89746 -5.52733
N 1.33647 -4.84620 -5.89026
C 1.76930 2.74103 -3.08932
C 0.63658 2.56341 -2.08915
O 0.84738 1.43409 -1.30798
C -0.71380 2.52317 -2.86837
F -1.19654 3.74750 -3.10801
F -0.57368 1.91646 -4.05195
F -1.65500 1.83831 -2.17964
C 0.60368 3.79062 -1.12564
F -0.55328 3.88660 -0.44893
F 1.58834 3.69827 -0.21289
F 0.78542 4.93335 -1.78865
H 1.88226 1.81598 -3.65256
H 2.69515 2.95271 -2.55336
H 1.56794 3.56043 -3.77961
C -1.99794 1.19702 7.07211
C -1.79268 1.15730 5.57655
C -1.72769 -0.05646 4.89180
C -1.52712 -0.09889 3.51922
C -1.38436 1.09599 2.83276
C -1.42352 2.32058 3.48468
C -1.63872 2.34083 4.85379
S -1.18714 1.11445 1.07760
C -2.90050 0.98523 0.59163
O -0.58505 -0.26347 0.72716
H -2.33986 0.23530 7.45467
H -2.73022 1.95760 7.34659
H -1.06268 1.44657 7.58067
H -1.83801 -0.98402 5.44245
H -1.46714 -1.04361 2.98879
H -1.28496 3.24749 2.93129
H -1.67704 3.29141 5.37431
H -3.35407 0.16545 1.15005
H -2.92490 0.80782 -0.48391
H -3.38772 1.93503 0.82452
*
```

Results of the natural (NBO) charge analysis, in e, for atoms 1 through 8: 1.32, -0.69, 0.12, -0.54, 0.17, -0.43, 0.54, 0.08



No. 3
The following is a quantum chemistry calculation of a structure of composition C24H21IrN10O4SSe, from OMol25.

For the frontier orbital gap, the calculation gives 6.039 eV. The value obtained for the largest force on an atom is 2.57 eV/A. The calculation puts the energy above the lowest of the compared OMol25 structures with the same formula, charge and spin at 0.000 eV. The calculation puts the LUMO energy at -6.44 eV. For the highest occupied orbital energy, the calculation gives -12.5 eV.

The geometry in ORCA input format:
```
! wB97M-V def2-TZVPD RIJCOSX def2/J DEFGRID3
* xyz 2 1
Ir 0.10978 -0.99823 -0.36324
C 3.81783 -2.65979 2.05903
O 2.45078 -3.11766 2.25102
C 1.53605 -2.70917 1.43521
O 1.75795 -2.07107 0.38216
N 0.29809 -3.09886 1.76273
N -0.79123 -2.82621 0.95842
H 4.43834 -3.43411 2.49394
H 3.93663 -1.72219 2.59482
H 4.02796 -2.53691 1.00193
H 0.12261 -3.59973 2.62087
H -1.43693 -2.13384 1.34751
H -0.77773 -3.11261 -0.00777
Se 1.98556 0.58510 -7.53062
N 1.94043 1.53996 -6.03771
C 1.59547 0.72718 -5.07315
C 1.46912 1.14019 -3.68068
C 1.77325 2.42155 -3.21071
C 1.66969 2.68280 -1.86218
C 1.23440 1.68514 -0.99464
N 0.92121 0.47381 -1.44785
C 1.04989 0.18591 -2.76479
C 0.81242 -1.19711 -3.14234
N 0.49252 -2.04291 -2.13404
C 0.40292 -3.34327 -2.39717
C 0.56560 -3.85448 -3.68014
C 0.84883 -2.99533 -4.72005
C 0.99343 -1.63252 -4.45021
C 1.36054 -0.63856 -5.45159
N 1.51757 -0.91949 -6.71929
H 2.10089 3.17875 -3.91089
H 1.91462 3.65482 -1.45929
H 1.11132 1.84627 0.06653
H 0.19531 -4.00705 -1.56733
H 0.47352 -4.91892 -3.84076
H 0.98485 -3.35479 -5.73163
N -1.44873 4.79955 5.89764
C -1.26691 3.69743 5.13685
C -2.36066 3.08218 4.49582
C -2.18047 1.95953 3.72862
C -0.89726 1.42805 3.57279
C 0.20055 2.02532 4.19681
C 0.01780 3.14587 4.96906
S -0.65122 0.00432 2.64222
O -1.74240 -0.93149 2.83145
O 0.70271 -0.45718 2.81353
N -0.68978 0.39034 1.00877
C -1.88136 0.45605 0.32238
N -1.69094 -0.22580 -0.82986
C -2.67558 -0.31393 -1.72755
C -3.87251 0.30765 -1.45429
C -3.98347 0.98136 -0.23608
N -2.99934 1.06472 0.65596
H -2.36960 5.15520 6.07879
H -0.68807 5.20018 6.41555
H -3.35342 3.49305 4.62660
H -3.02757 1.48289 3.25687
H 1.18494 1.59287 4.08596
H 0.86356 3.60205 5.46697
H -2.48806 -0.88049 -2.63069
H -4.69584 0.26727 -2.15039
H -4.90988 1.47635 0.03009
*
```

Results of the natural (NBO) charge analysis, in e, for atoms 1 through 8: 1.14, -0.26, -0.45, 0.94, -0.68, -0.44, -0.64, 0.23



No. 4
The following is a quantum chemistry calculation of a structure of composition C24H21IrN2O4, from OMol25.

For the frontier orbital gap (spin up / spin down), the calculation gives 6.569 / 5.762 eV. As for the expectation value of S²: 0.76. The value obtained for the largest force on an atom is 0.52 eV/A. The calculation puts the LUMO energy (spin up / spin down) at -5.14 / -5.95 eV. For the highest occupied orbital energy (spin up / spin down), the calculation gives -11.7 / -11.7 eV.

The geometry in ORCA input format:
```
! wB97M-V def2-TZVPD RIJCOSX def2/J DEFGRID3
* xyz 1 2
Ir -0.59427 -0.23877 -0.35191
O -0.98747 1.22553 0.80827
C -1.39973 2.40420 0.30781
C -2.21205 3.18229 1.12997
C -2.63345 4.42635 0.70907
C -2.23285 4.93695 -0.52762
C -1.41491 4.18481 -1.33720
C -0.99131 2.90087 -0.95265
C -0.16387 2.17710 -1.87764
N 0.15207 0.93336 -1.73278
N 0.89189 0.30180 -2.71994
C 1.01392 -0.95399 -2.45655
O 0.52349 -1.47592 -1.31526
C 1.70085 -1.87513 -3.36245
C 2.15243 -1.42450 -4.60413
C 2.80028 -2.29958 -5.45474
C 2.99940 -3.62174 -5.07308
C 2.55068 -4.07037 -3.83937
C 1.90002 -3.20068 -2.98032
H -2.49504 2.78994 2.09676
H -3.27153 5.01474 1.35456
H -2.55592 5.91828 -0.84378
H -1.08916 4.57613 -2.29267
H 0.21094 2.67414 -2.76660
H 1.99118 -0.39434 -4.88930
H 3.15160 -1.95425 -6.41728
H 3.50803 -4.30366 -5.74132
H 2.71024 -5.09824 -3.54411
H 1.55270 -3.54274 -2.01577
C -7.78758 -4.07958 -0.05405
C -6.46740 -3.36663 -0.05003
C -5.73968 -3.21382 -1.22555
C -4.51295 -2.57024 -1.24502
C -3.75669 -2.41921 -2.53805
C -4.00666 -2.09708 -0.02558
C -4.70368 -2.24793 1.18377
C -4.15154 -1.73216 2.48480
C -5.93864 -2.87049 1.13905
C -2.70768 -1.43547 -0.01153
O -2.48417 -0.40298 -0.80863
O -1.71564 -1.73458 0.69038
H -8.23320 -4.08559 -1.04706
H -8.48744 -3.61483 0.63923
H -7.65520 -5.11709 0.25919
H -6.14129 -3.60476 -2.15268
H -4.19975 -3.04583 -3.30902
H -2.71081 -2.71679 -2.43308
H -3.77887 -1.38728 -2.88881
H -3.93766 -0.66229 2.43016
H -3.22647 -2.24149 2.75214
H -4.86876 -1.88599 3.28783
H -6.50370 -2.98033 2.05697
*
```

Results of the natural (NBO) charge analysis, in e, for atoms 1 through 8: 1.57, -0.56, 0.32, -0.20, -0.15, -0.21, -0.13, -0.19